Entry 1:
# CHBrOS2

A cluster of 2 separate species, CHBrOS2 in total (the ωB97M-V functional and the def2-TZVPD basis, the Open Molecules 2025 dataset).

Calculated values
HOMO ... -9.42 eV
Energy ... -3484.27191 hartree

Positions of all 6 atoms, in Å:
C 4.90667 0.20297 -0.51731
O 4.90911 -0.24492 -1.57059
S 4.97489 0.81289 1.34897
S 0.72083 2.05347 0.48840
Br 1.85994 0.76876 -0.85157
H 1.98027 2.51565 1.03652

---

Entry 2:
# CHBrOS2

A cluster of 2 separate species, CHBrOS2 in total (the ωB97M-V functional and the def2-TZVPD basis, the Open Molecules 2025 dataset).

Calculated values
HOMO ... -8.91 eV
Energy ... -3484.16626 hartree

Positions of all 6 atoms, in Å:
C 1.28835 1.11723 -0.38435
O -0.27568 -0.47375 0.86527
S 1.26989 2.06171 0.82850
S 1.40369 -0.02849 -1.40913
Br -1.85389 -0.69973 0.48477
H -1.83236 -1.97697 -0.38507

---

Entry 3:
# CHBrOS2

A cluster of 2 separate species, CHBrOS2 in total (the ωB97M-V functional and the def2-TZVPD basis, the Open Molecules 2025 dataset).

Calculated values
Spin multiplicity ... 3
HOMO (spin up / spin down) ... -6.42 / -9.98 eV
Energy ... -3484.20699 hartree

Positions of all 6 atoms, in Å:
C -0.45954 1.67633 1.00154
O -1.25163 2.16481 0.34252
S 0.45140 -1.27897 0.97027
S 0.00844 -1.51196 -1.06775
Br 1.69363 -0.69600 -2.14416
H -0.44231 -0.35421 0.89759

---

Entry 4:
# CHCl2F2P

The molecule CHCl2F2P (the ωB97M-V functional and the def2-TZVPD basis, the Open Molecules 2025 dataset).

Calculated values
HOMO ... -11.04 eV
Energy ... -1500.21369 hartree

Positions of all 7 atoms, in Å:
C -0.62124 -0.15675 -0.01441
F 1.56603 0.97222 1.11350
F 1.36212 0.51895 -1.32573
P 1.23681 -0.39099 -0.01420
Cl -1.23234 -0.57930 1.65924
Cl -1.27008 -1.17336 -1.30105
H -1.04130 0.80924 -0.11735

---

Entry 5:
# CHCl2FNO2S2

The ion CHCl2FNO2S2 with charge -1 (the ωB97M-V functional and the def2-TZVPD basis, the Open Molecules 2025 dataset).

Calculated values
HOMO ... -4.13 eV
Charge ... -1
Energy ... -2060.51537 hartree

Positions of all 10 atoms, in Å:
C 1.47694 0.25119 0.04828
N 0.05236 0.32848 -0.37560
O -2.70267 -0.36443 -0.83151
O -1.49705 -0.38373 1.52135
F -0.79924 -1.57448 -0.71810
S -0.84476 1.86317 -0.12258
S -1.57612 -0.21425 0.09066
Cl 2.11588 -0.95238 -1.22483
Cl 1.89091 -0.18151 1.70190
H 1.88374 1.22795 -0.08959

---

Entry 6:
# CHCl2NO

A cluster of 2 separate species, CHCl2NO in total (the ωB97M-V functional and the def2-TZVPD basis, the Open Molecules 2025 dataset).

Calculated values
HOMO ... -10.46 eV
Energy ... -1088.98878 hartree

Positions of all 6 atoms, in Å:
C -1.71490 -0.78254 0.03502
N -0.84880 -1.53006 0.07425
O 2.34444 0.46338 -0.09029
Cl -2.92195 0.27535 -0.03953
Cl 1.40558 1.85990 0.04298
H 1.73563 -0.28603 -0.02243

---

Entry 7:
# CHCl2NO2

The molecule CHCl2NO2 (the ωB97M-V functional and the def2-TZVPD basis, the Open Molecules 2025 dataset).

Calculated values
HOMO ... -9.75 eV
Energy ... -1164.19011 hartree

Positions of all 7 atoms, in Å:
C 1.35157 -1.94026 1.36048
N 0.22740 -1.41980 0.08837
O 1.48599 -3.10842 1.47773
O -0.14675 -0.09018 0.31112
Cl 1.87791 -0.77089 2.42209
Cl 1.10086 -1.74774 -1.41459
H 0.39373 0.15664 1.13259

---

Entry 8:
# CHCl2OPS

The molecule CHCl2OPS (the ωB97M-V functional and the def2-TZVPD basis, the Open Molecules 2025 dataset).

Calculated values
HOMO (spin up / spin down) ... -9.94 / -9.94 eV
Energy ... -1773.78797 hartree

Positions of all 7 atoms, in Å:
C 0.87460 0.19011 -0.65680
O -1.28986 1.20559 0.54163
P -0.45289 0.02251 0.56021
S -0.13478 0.16072 -2.58516
Cl -1.36019 -1.79432 0.43099
Cl 0.53554 -0.16006 2.31791
H 1.82758 0.37545 -0.60878

---

Entry 9:
# CHCl3

The molecule CHCl3 (the ωB97M-V functional and the def2-TZVPD basis, the Open Molecules 2025 dataset).

Calculated values
HOMO ... -11.09 eV
Energy ... -1419.26243 hartree

Positions of all 5 atoms, in Å:
C 6.01682 -14.94962 -14.16362
Cl 4.94994 -13.57485 -13.84601
Cl 7.32403 -14.45241 -15.18916
Cl 5.32037 -16.34971 -14.88591
H 6.35672 -15.45055 -13.25719

---

Entry 10:
# CHCl3

The molecule CHCl3 (the ωB97M-V functional and the def2-TZVPD basis, the Open Molecules 2025 dataset).

Calculated values
HOMO ... -11.06 eV
Energy ... -1419.26740 hartree

Positions of all 5 atoms, in Å:
C 2.32361 2.45567 2.64343
Cl 1.26358 1.20599 1.98098
Cl 2.98666 3.30427 1.28176
Cl 3.63075 1.68571 3.56918
H 1.71069 3.12369 3.33713

---

Entry 11:
# CHCl3F2Si

A cluster of 2 separate species, CHCl3F2Si in total (the ωB97M-V functional and the def2-TZVPD basis, the Open Molecules 2025 dataset).

Calculated values
Spin multiplicity ... 3
HOMO (spin up / spin down) ... -8.60 / -11.55 eV
Energy ... -1908.52748 hartree

Positions of all 8 atoms, in Å:
C 1.25215 0.49918 3.04024
F -0.00044 -1.34514 -2.84338
F -1.40086 0.81301 -3.04277
Si -0.55954 -0.09116 -2.00534
Cl -0.12241 0.37544 2.15627
Cl 0.96534 0.80006 -1.15447
Cl 1.12537 -0.24363 4.63318
H -1.25962 -0.80778 -0.78373

---

Entry 12:
# CHCl3IMg

A structure of composition CHCl3IMg (the ωB97M-V functional and the def2-TZVPD basis, the Open Molecules 2025 dataset).

Calculated values
HOMO ... -12.71 eV
Charge ... +1
Energy ... -1916.70136 hartree

Positions of all 7 atoms, in Å:
Mg 1.70628 0.46286 6.05595
I 2.15472 -1.54561 2.94037
C -0.63103 0.17696 -1.72670
Cl -0.70406 -0.63125 -3.33809
Cl -2.06975 -0.28023 -0.75914
Cl -0.76103 1.88334 -1.94873
H 0.30490 -0.06604 -1.22363

---

Short version: energy relative to the best compared isomer or geometry (same formula, charge and spin) = 174.5 451.9 70.5 59.7 108.7 41.0 256.1 350.7 24.8 11.8 33.1 248.6 kJ/mol, in the order given.